The following is a DFT calculation (ωB97M-V/def2-TZVPD) of a molecular structure, C25H37BrClF6O6P4 at a distorted geometry.

LUMO level = 0.082 hartree
Net charge = -1
HOMO energy = -4.8 eV
Energy = -174829.6297 eV
ΔE to the lowest compared entry with this formula, charge and spin = 8.3189 eV

Last column: Mulliken charge in e.
Element x y z (Å)
C: 2.96656 -4.46748 1.39497  -0.899
C: 2.72886 -2.81062 1.53263  0.716
F: 4.01571 -2.33760 2.16815  -0.441
C: 2.41478 -2.28051 0.07015  -0.757
P: 0.98259 -1.03303 -0.24530  0.258
O: -0.24400 -1.76709 0.77635  -0.742
C: -0.41692 -3.14931 0.83744  0.070
C: -1.96840 -3.74424 0.58921  0.484
C: -2.96244 -3.49516 1.86860  -1.243
C: -1.89371 -5.39945 0.35796  0.077
C: -1.23689 -5.80800 -1.10130  -0.908
C: -1.17851 -6.20875 1.58347  -1.086
P: -0.05743 -2.15815 -1.82221  0.386
O: -1.68444 -1.47639 -2.08526  -0.520
Br: 0.90625 -1.94161 -3.86088  -0.358
C: 1.23409 0.08352 1.30627  0.541
F: 0.54444 -0.61685 2.46300  -0.306
F: 0.37917 1.33189 1.22280  -0.208
C: 2.66883 0.49682 1.78988  -0.079
F: 3.87778 0.33684 0.99855  -0.262
F: 2.62797 1.95673 2.19359  -0.278
O: -0.16212 0.24214 -0.72206  -0.342
C: 0.27948 1.08055 -1.89622  -0.361
F: -0.51315 1.01925 -3.14009  -0.310
C: 1.89098 1.03761 -1.86172  0.659
P: 2.71399 2.63410 -1.09951  0.227
O: 1.75416 3.50118 -0.20578  -0.526
P: 2.98391 1.04967 -3.47710  0.120
O: 3.86913 -0.49576 -3.56449  -0.440
Cl: 1.81891 1.19497 -5.25188  -0.236
O: 2.19938 -0.27682 -1.28137  -0.172
H: 4.00825 -4.66185 0.90111  0.318
H: 2.83557 -5.00433 2.45375  0.275
H: 2.13935 -4.97057 0.70362  0.110
H: 1.92119 -2.72475 2.36977  0.119
H: 2.16508 -3.21432 -0.63205  0.523
H: 3.41858 -1.83285 -0.39812  0.486
H: -0.26385 -3.43573 1.99666  0.169
H: 0.26739 -3.92297 0.30668  -0.400
H: -2.46142 -3.33130 -0.38644  0.134
H: -3.38453 -2.40164 1.95456  0.296
H: -3.91506 -4.19187 1.68874  0.375
H: -2.46482 -3.89149 2.86703  0.237
H: -3.02614 -5.75773 0.32964  0.548
H: -1.21393 -4.87869 -1.83788  0.106
H: -1.70057 -6.77448 -1.57681  0.322
H: -0.09521 -6.06337 -0.87582  0.197
H: -0.38226 -6.96815 1.12048  0.295
H: -0.58516 -5.55713 2.35068  0.231
H: -2.01600 -6.77189 2.19802  0.234
H: -2.15182 -1.34975 -1.21183  0.339
H: 2.89102 -0.05317 2.83013  0.271
H: -0.05356 2.15218 -1.48185  0.197
H: 4.01817 2.36466 -0.51827  0.095
H: 3.02185 3.51800 -2.23829  0.140
H: 3.63952 -0.80179 -4.51138  0.304
C: 1.33713 8.05349 3.71652  -0.420
C: 2.49113 7.57546 3.09642  -0.323
C: 2.43922 6.41561 2.32385  -0.476
C: 1.22991 5.73864 2.16319  -0.142
C: 0.07513 6.21884 2.78026  -0.556
C: 0.12901 7.37354 3.56045  -0.303
H: 1.37868 8.95555 4.32133  0.333
H: 3.43198 8.10685 3.21604  0.339
H: 3.33996 6.03966 1.84630  0.365
H: 1.18825 4.83748 1.55715  0.508
H: -0.86753 5.69206 2.65362  0.376
H: -0.76968 7.74426 4.04553  0.342
C: -5.40006 2.73302 -3.71073  -0.309
C: -5.21614 3.72148 -2.74434  -0.319
C: -4.19894 3.59300 -1.79904  -0.638
C: -3.35856 2.47967 -1.82634  -0.270
C: -3.54015 1.49305 -2.79510  -0.189
C: -4.56328 1.61703 -3.73467  -0.618
H: -6.19508 2.83184 -4.44518  0.342
H: -5.86668 4.59234 -2.72740  0.337
H: -4.06016 4.36007 -1.04203  0.368
H: -2.56269 2.38176 -1.09276  0.510
H: -2.88411 0.62629 -2.81724  0.392
H: -4.70793 0.84551 -4.48582  0.369

Cartesian forces (eV/Å) of the 6 atoms listed first:
C -0.62 -0.05 0.27
C 0.26 -3.33 0.71
F -2.44 -0.37 -1.48
C 1.60 -0.73 -0.64
P -0.27 1.24 -0.35
O -0.09 -1.22 -2.75